Entry from OMol25: a cluster of 2 separate species, C7H16N5O in total in a non-equilibrium geometry (wB97M-V/def2-TZVPD).

```
29
Properties=species:S:1:pos:R:3:forces:R:3
H -1.363264 -3.020741 1.839629 1.011 1.505 -0.318
H 0.594164 3.411787 0.814406 0.727 -0.226 0.733
H 1.947042 1.161801 -2.319522 -0.278 -0.171 -0.232
N 2.608922 -0.828322 0.893714 -0.902 0.093 1.251
C -1.614110 1.575033 -0.702899 -0.193 2.815 -0.508
H 1.369210 3.018770 -0.832278 -1.970 0.000 1.216
H 3.516463 -1.180032 0.994963 1.148 -0.662 0.444
N -0.273816 1.745140 -0.098355 2.041 -0.975 1.141
H 2.319453 -0.532616 0.021052 -0.100 0.500 -2.689
H -1.950753 -0.026853 -1.869533 0.205 -0.531 -1.346
C -1.910709 -1.561063 0.759854 -0.309 -0.896 0.338
C 0.159386 0.761376 0.640037 -4.298 -2.637 -2.777
N 2.590380 0.427120 -2.087989 -1.223 1.055 1.350
N -1.889177 0.261162 -0.936638 -0.555 -2.146 1.588
C 1.912709 -0.244440 1.844042 -0.172 0.182 2.486
N 0.916674 0.552897 1.614783 1.856 0.250 1.128
C -1.409800 -0.637081 0.008905 1.570 5.028 -1.449
C -3.328138 -2.079270 0.868510 0.696 -0.781 -0.201
C 0.410499 3.017766 -0.163828 -1.063 2.281 -1.775
H -4.044034 -1.690615 0.120025 0.513 0.071 0.665
H -3.242171 -3.176844 0.700286 -0.335 0.522 0.103
H 2.263802 -0.486738 -2.316243 0.633 -0.258 -0.656
H -3.627523 -1.932229 1.923549 -0.215 0.076 -0.625
H -0.407674 3.801186 -0.497146 1.867 -1.447 -0.059
H 3.513571 0.785369 -2.153798 0.784 -0.743 -0.442
H 2.170437 -0.422655 2.932317 -0.155 0.197 -1.504
H -1.641533 2.177933 -1.632007 -0.039 -0.428 0.423
H -2.275719 2.065375 0.019230 -0.253 -0.139 -0.014
O -0.956097 -2.164573 1.502259 -0.989 -2.537 1.729
```
Positions in Å, forces in eV/Å.

Values from the calculation:
* total charge: +1
* spin multiplicity: 1
* energy: -624.98489 Eh

Atom charges from the Löwdin analysis, given in e for atoms 1 to 6: 0.15, 0.08, 0.00, 0.20, -0.19, 0.12